No. 1
Molecular formula: C28H39BN7O7P2S3
Method: DFT, the ωB97M-V functional and the def2-TZVPD basis

Calculated values
- frontier orbital gap (hartree) = 0.167
- LUMO energy (eV) = 1.77
- energy (a.u.) = -3901.85316

The geometry in ORCA input format:
```
! wB97M-V def2-TZVPD RIJCOSX def2/J DEFGRID3
* xyz -1 1
N 0.77 -5.22 0.46
C 0.26 -4.04 0.33
O -0.56 -2.91 -0.05
B 0.27 -1.87 -0.70
C 0.52 -2.05 -2.31
C -0.82 -2.01 -3.22
C -1.98 -1.03 -2.68
S -3.30 -1.97 -1.70
C -3.70 -0.83 -0.27
S -3.02 -1.23 1.24
N -4.57 0.42 -0.43
C -4.08 1.46 0.51
C -2.59 2.04 0.27
C -1.99 3.13 1.27
C -2.78 3.73 2.51
C -4.26 3.17 2.73
C -4.87 2.07 1.73
C -5.98 0.03 -0.19
C -6.52 -0.76 1.09
C -8.03 -1.19 1.31
C -9.10 -0.81 0.19
C -8.62 -0.05 -1.10
C -7.09 0.38 -1.30
O 0.10 -0.45 -0.25
C 1.24 0.16 0.44
N 0.63 0.69 1.70
C 1.90 1.20 -0.61
C 2.77 2.39 0.06
O 1.97 3.42 0.74
C 3.52 3.18 -1.19
N 4.39 4.30 -0.64
C 2.12 -1.19 0.85
P 4.04 -0.94 0.84
S 5.04 -2.62 0.76
P 1.81 -1.74 2.65
O 0.30 -2.07 2.93
O 2.66 -3.21 3.01
O 2.42 -0.58 3.81
O 1.65 -2.14 -0.16
H 1.34 -1.32 -2.70
H 0.98 -3.11 -2.45
H -0.50 -1.58 -4.26
H -1.28 -3.05 -3.44
H -1.61 -0.09 -2.13
H -2.55 -0.64 -3.62
H -1.95 1.68 -0.61
H -0.91 3.51 1.09
H -2.37 4.50 3.26
H -4.90 3.54 3.63
H -5.95 1.75 1.96
H -5.77 -1.05 1.92
H -8.29 -1.76 2.29
H -10.19 -1.12 0.41
H -9.40 0.20 -1.92
H -6.84 0.93 -2.29
H -0.34 1.01 1.51
H 1.20 1.43 2.15
H 2.63 0.58 -1.27
H 1.10 1.63 -1.33
H 3.64 1.99 0.72
H 1.82 4.18 0.13
H 2.67 3.69 -1.80
H 4.11 2.44 -1.85
H 4.84 3.94 0.24
H 3.80 5.09 -0.30
H 4.49 -0.16 -0.29
H 4.32 -0.16 2.03
H 2.51 -3.30 4.00
H 1.58 -0.14 4.13
C 5.35 4.53 3.69
C 5.46 3.33 2.85
N 5.55 2.38 2.20
H 4.73 5.29 3.22
H 4.91 4.30 4.66
H 6.33 4.98 3.88
C 2.34 -8.89 -1.02
C 1.78 -7.63 -0.50
N 1.34 -6.64 -0.08
H 3.13 -9.28 -0.38
H 1.57 -9.67 -1.10
H 2.76 -8.75 -2.02
C 4.06 1.70 -5.16
C 2.89 1.89 -4.29
N 1.98 2.04 -3.60
H 3.76 1.50 -6.20
H 4.70 2.58 -5.18
H 4.67 0.86 -4.84
*
```



No. 2
Molecular formula: C5H11FN2
Method: DFT, the ωB97M-V functional and the def2-TZVPD basis

Calculated values
- frontier orbital gap (hartree) = 0.360
- LUMO energy (eV) = 1.02
- SMILES = C[C@]1(F)[C@H](N)C[C@@H]1N
- energy (a.u.) = -406.45479

The geometry in ORCA input format:
```
! wB97M-V def2-TZVPD RIJCOSX def2/J DEFGRID3
* xyz 0 1
C 0.18 1.37 1.46
C 0.68 0.28 0.50
F 2.03 0.18 0.69
C 0.46 0.25 -1.07
N -0.68 0.94 -1.64
C 0.39 -1.28 -0.94
C 0.09 -1.14 0.60
N -1.34 -1.10 0.91
H 0.37 2.34 0.99
H -0.89 1.27 1.68
H 0.72 1.30 2.41
H 1.37 0.52 -1.63
H -0.72 0.96 -2.67
H -0.55 1.88 -1.24
H 1.35 -1.72 -1.16
H -0.40 -1.75 -1.53
H 0.62 -1.77 1.30
H -1.80 -2.01 1.03
H -1.89 -0.53 0.29
*
```



No. 3
Molecular formula: C10H35N9O8
Method: DFT, the ωB97M-V functional and the def2-TZVPD basis

Calculated values
- frontier orbital gap (hartree) = 0.330
- LUMO energy (eV) = 0.20
- SMILES = COCCNCCOC.NC(N)=O.NC(N)=O.NC(N)=O.NC(N)=O.O.O
- energy (a.u.) = -1496.83621

The geometry in ORCA input format:
```
! wB97M-V def2-TZVPD RIJCOSX def2/J DEFGRID3
* xyz 0 1
C -1.75 -1.53 -1.55
O -2.30 -0.47 -0.79
C -2.69 0.69 -1.56
C -3.20 1.75 -0.58
N -2.25 2.27 0.44
C -1.66 3.64 0.14
C -0.96 4.18 1.37
O 0.33 3.68 1.53
C 0.75 3.75 2.84
H -2.54 -2.00 -2.17
H -1.43 -2.34 -0.88
H -0.95 -1.25 -2.20
H -3.42 0.42 -2.31
H -1.81 1.02 -2.11
H -4.10 1.29 -0.05
H -3.55 2.54 -1.27
H -1.47 1.59 0.39
H -2.59 4.18 0.01
H -1.05 3.74 -0.73
H -1.53 3.77 2.24
H -0.97 5.28 1.34
H 1.73 3.31 2.91
H -0.01 3.31 3.53
H 0.77 4.82 3.09
N -2.14 0.58 4.36
C -1.76 -0.17 3.33
N -2.79 -0.47 2.50
O -0.57 -0.39 3.04
H -1.43 0.55 5.07
H -2.98 0.20 4.73
H -2.46 -0.91 1.68
H -3.75 -0.24 2.61
N 2.32 0.23 -4.04
C 3.46 0.01 -3.30
N 3.31 -0.70 -2.12
O 4.60 0.30 -3.70
H 2.40 0.79 -4.82
H 1.39 -0.17 -3.92
H 2.43 -0.41 -1.66
H 4.16 -0.47 -1.61
N 1.32 0.85 1.12
C 1.01 -0.06 0.13
N 1.13 -1.33 0.49
O 0.63 0.26 -1.02
H 1.16 0.50 2.03
H 0.92 1.75 0.99
H 1.15 -1.83 1.40
H 0.84 -1.95 -0.27
N 0.21 -4.51 -4.05
C 0.94 -3.37 -3.68
N 1.81 -3.69 -2.65
O 0.96 -2.26 -4.17
H 0.28 -5.29 -3.47
H -0.33 -4.56 -4.90
H 2.44 -2.93 -2.38
H 2.12 -4.62 -2.54
O 2.24 -3.65 1.70
H 1.81 -3.78 2.58
H 3.05 -3.20 1.84
O 2.31 -1.16 3.45
H 2.91 -0.45 3.54
H 1.56 -1.06 4.06
*
```



No. 4
Molecular formula: C16H45N8O10P4Ti
Method: DFT, the ωB97M-V functional and the def2-TZVPD basis

Calculated values
- frontier orbital gap (alpha / beta) (hartree) = 0.254 / 0.366
- LUMO energy (alpha / beta) (eV) = -1.69 / -1.71
- energy (a.u.) = -4042.37597

The geometry in ORCA input format:
```
! wB97M-V def2-TZVPD RIJCOSX def2/J DEFGRID3
* xyz 1 3
Ti 1.36 -0.24 0.57
C -1.13 0.41 -4.37
N -0.61 -0.45 -3.32
C 0.20 -1.57 -3.80
P -1.27 -0.64 -1.83
O -0.26 -0.78 -0.75
O -2.16 0.66 -1.67
P -1.92 1.99 -0.74
O -0.49 2.30 -0.63
N -2.76 3.19 -1.48
C -2.09 4.06 -2.45
C -4.21 3.12 -1.63
N -2.74 1.59 0.61
C -3.34 0.29 0.89
C -2.47 2.41 1.79
N -2.25 -1.95 -1.81
C -3.23 -2.16 -2.87
C -2.45 -2.76 -0.61
H -0.30 0.85 -4.92
H -1.73 1.21 -3.95
H -1.75 -0.15 -5.09
H 1.03 -1.18 -4.39
H -0.38 -2.26 -4.42
H 0.61 -2.13 -2.95
H -1.02 4.03 -2.28
H -2.44 5.08 -2.32
H -2.31 3.75 -3.48
H -4.64 2.54 -0.81
H -4.49 2.65 -2.58
H -4.62 4.13 -1.60
H -3.71 -0.17 -0.02
H -4.19 0.44 1.56
H -2.62 -0.38 1.38
H -2.08 3.38 1.50
H -1.74 1.92 2.44
H -3.39 2.57 2.35
H -3.07 -1.44 -3.68
H -4.24 -2.02 -2.50
H -3.14 -3.17 -3.28
H -1.75 -2.47 0.16
H -2.30 -3.82 -0.85
H -3.47 -2.64 -0.23
N 1.65 1.98 1.23
C 2.30 3.03 0.43
C 3.44 2.50 -0.42
C 2.99 1.70 -1.63
N 2.62 0.30 -1.31
H 0.72 2.30 1.50
H 2.18 1.83 2.09
H 2.68 3.82 1.08
H 1.54 3.46 -0.22
H 4.14 1.91 0.19
H 4.01 3.36 -0.78
H 3.78 1.71 -2.39
H 2.11 2.18 -2.07
H 3.45 -0.28 -1.34
H 2.03 -0.05 -2.05
C 1.45 0.65 4.71
C 1.43 -0.78 4.20
O 1.33 -1.66 5.35
P -0.05 -1.13 3.21
O 0.08 -2.64 2.78
O -1.28 -1.07 4.20
O -0.29 -0.17 2.10
P 2.92 -1.31 3.26
O 4.16 -0.96 4.19
O 2.72 -2.79 3.12
O 3.07 -0.45 2.02
H 0.75 0.74 5.54
H 1.13 1.35 3.93
H 2.44 0.93 5.06
H 1.64 -2.54 5.08
H 1.04 -2.92 2.76
H -1.13 -1.61 4.99
H 4.34 -1.65 4.85
N 3.37 -2.63 0.19
C 3.61 -3.92 -0.14
C 2.41 -4.46 -0.54
C 1.49 -3.41 -0.39
N 2.08 -2.32 0.07
H 3.95 -2.00 0.72
H 4.60 -4.34 -0.06
H 2.23 -5.46 -0.88
H 0.43 -3.40 -0.59
*
```



What is the formula in the second record?
C5H11FN2



Number 3 is which compound?
C10H35N9O8



Among the records above, which one has the lowest energy?
C16H45N8O10P4Ti